A molecular structure, C20H18ClN5O3Pt. Source: the OMol25 dataset; level of theory: the ωB97M-V functional and the def2-TZVPD basis.

Each line ends with the Löwdin charge.
Positions of all 48 atoms, in Å:
1 H -3.4871 -3.5072 -2.2206  0.131
2 C 2.8921 0.7181 0.0182  -0.701
3 C -0.9393 -3.4008 -5.0029  -0.027
4 H 3.3635 -0.0680 -0.5699  0.027
5 C -1.5706 2.8861 -0.9737  0.057
6 H -1.3407 0.7537 -0.9310  0.119
7 N -1.1215 -1.7582 -0.1864  0.124
8 O 2.0183 -1.8189 1.1365  -0.060
9 H 2.8175 1.6128 -0.5932  0.028
10 H 1.6375 2.8172 1.0891  0.103
11 N 0.7197 0.3270 2.6473  -0.034
12 H 0.9946 -2.5903 -5.5003  0.117
13 C -0.7726 -0.3107 4.4016  0.032
14 N 0.1904 1.7090 0.0950  -0.099
15 O -2.7494 -2.9878 -1.8753  0.088
16 C 1.3823 1.1045 3.5047  -0.100
17 H 2.8938 -1.6606 1.5307  0.104
18 Pt 1.0580 -0.0256 0.5865  1.503
19 H 1.2791 -1.5094 -3.3150  0.115
20 H -1.6342 -0.8807 4.7215  0.139
21 C -0.0696 0.4911 5.2940  0.015
22 C -0.3613 -1.5352 -1.2434  -0.357
23 C 0.2257 -2.6749 -4.7463  -0.053
24 C -1.6515 5.3369 -0.8941  -0.131
25 C -0.6038 -2.1766 -2.5205  -0.086
26 C -1.1033 -1.1769 2.0884  0.002
27 H -1.0757 -3.8826 -5.9619  0.125
28 O 0.6993 -0.6964 -1.2417  -0.209
29 C 0.1474 4.0803 0.2034  0.053
30 H -2.8294 -4.0716 -4.2593  0.129
31 C -0.9418 1.7101 -0.6292  -0.040
32 C 0.3819 -2.0724 -3.5248  -0.012
33 C -1.0213 4.0936 -0.5551  -0.161
34 N -2.1563 6.3323 -1.1609  0.238
35 H -0.3733 0.5481 6.3307  0.137
36 Cl 3.9650 1.0465 1.3939  0.601
37 H 1.5880 1.8534 5.4931  0.133
38 C 1.0156 1.2144 4.8364  0.006
39 C -1.9256 -3.5122 -4.0480  0.005
40 H 2.2420 1.6299 3.1151  0.058
41 N -0.6774 -1.0668 0.8910  -0.171
42 H -2.4782 2.8568 -1.5591  0.148
43 H 2.1243 -2.4952 0.4478  0.132
44 C 0.7266 2.8713 0.5097  -0.077
45 H 0.6030 4.9983 0.5462  0.147
46 H -1.9281 -1.8312 2.3499  0.158
47 C -1.7804 -2.9069 -2.8007  -0.245
48 C -0.3734 -0.3742 3.0829  -0.212

Force components x, y, z for each atom (eV/Å):
0.011 0.006 0.006
0.073 -0.037 0.044
0.001 -0.009 -0.009
-0.031 0.034 -0.057
-0.006 0.003 -0.002
-0.017 0.014 -0.003
-0.007 -0.006 -0.094
0.089 0.111 0.011
-0.017 0.037 0.041
0.001 -0.003 -0.012
0.164 0.017 -0.211
0.000 -0.002 -0.001
-0.021 -0.003 -0.013
-0.096 -0.034 0.081
-0.022 -0.020 0.010
0.029 -0.020 0.029
-0.009 -0.040 -0.017
-0.387 0.052 0.208
0.002 0.000 -0.006
0.004 -0.002 0.005
0.014 0.006 0.010
0.017 0.115 -0.009
0.004 0.000 -0.013
0.001 0.000 0.001
-0.113 -0.048 -0.001
0.029 0.040 0.009
0.003 0.003 -0.002
0.183 -0.275 0.191
0.000 0.002 -0.003
-0.001 0.001 0.002
0.035 -0.003 -0.011
-0.018 -0.003 0.016
-0.001 0.003 0.000
-0.001 -0.002 0.001
-0.004 0.001 -0.001
0.057 -0.028 -0.035
0.004 0.004 -0.006
-0.032 -0.015 0.012
-0.001 -0.001 0.010
-0.016 -0.019 0.002
0.134 0.010 -0.104
0.001 0.000 -0.003
-0.036 0.031 -0.050
0.000 -0.006 0.005
0.000 0.000 -0.001
-0.007 0.019 0.031
0.056 0.044 -0.023
-0.070 0.026 -0.037

Properties
Energy above the lowest of the compared OMol25 structures with the same formula, charge and spin = 0.0 kcal per mole
LUMO level = -7.4 eV
Max |F| = 0.442 eV Å⁻¹
Total energy = -1851.3474 Ha
Gap between HOMO and LUMO = 6.391 eV
Charge = +2



A molecular structure, C20H18CoNO5PS in a non-equilibrium geometry. Source: the OMol25 dataset; level of theory: the ωB97M-V functional and the def2-TZVPD basis.

Each line ends with the Löwdin charge.
Positions of all 47 atoms, in Å:
1 C -1.6820 -0.7710 -0.7832  -0.302
2 H -0.6915 -2.5449 -1.4793  0.116
3 C -4.0040 -1.9174 -1.8171  -0.025
4 P -0.1669 -0.0141 -0.1295  1.125
5 C -0.7680 -1.7884 3.4787  -0.042
6 H -1.6026 -2.2272 4.0084  0.119
7 S -2.8995 1.5591 -0.1592  0.612
8 C -2.7942 -2.5851 -1.9057  -0.030
9 H 1.8491 -2.2073 -0.0574  0.110
10 C -2.9108 -0.1093 -0.7132  -0.272
11 C 1.8492 3.5517 0.9545  -0.068
12 C 1.3933 0.2690 -2.3482  -0.076
13 C 0.1086 -0.7106 1.5102  -0.334
14 O -4.2080 2.0324 0.0803  -0.188
15 H -1.9433 -1.3221 1.7565  0.112
16 O -0.0312 3.9924 -0.3956  -0.082
17 H -2.7465 -3.5570 -2.3781  0.121
18 H 2.5398 -1.1539 3.8338  0.117
19 H 2.5651 0.5341 -4.1195  0.119
20 H 0.4617 2.5707 2.1909  0.142
21 C 0.4852 -1.7334 4.0720  -0.045
22 C 1.1891 -0.5009 -1.2005  -0.352
23 O 1.7622 5.3065 -0.6764  0.149
24 H 2.0029 4.2177 1.8015  0.142
25 C 1.5565 -1.1800 3.3835  -0.053
26 C 2.0065 -1.6011 -0.9404  -0.085
27 H 4.0174 -1.4114 -3.6544  0.118
28 C 3.0189 -1.9263 -1.8295  -0.052
29 C 1.3708 -0.6729 2.1079  -0.120
30 H 2.2388 -0.3028 1.5696  0.110
31 H 3.6514 -2.7816 -1.6332  0.116
32 H 1.4624 1.5855 1.3907  0.060
33 H -4.9976 -0.1099 -1.1669  0.129
34 H 0.6309 -2.1301 5.0678  0.118
35 Co -0.4857 2.2688 -0.0598  0.540
36 N 0.9204 2.4346 1.2934  0.018
37 C 1.2200 4.3776 -0.1610  -0.577
38 H -4.9016 -2.3633 -2.2232  0.123
39 C -0.9590 -1.2794 2.2037  -0.058
40 O -2.0600 2.2659 -1.1797  -0.300
41 C -4.0675 -0.6597 -1.2264  -0.016
42 H 2.8129 3.1404 0.6653  0.137
43 C -1.6318 -2.0140 -1.3969  -0.040
44 C 2.4077 -0.0621 -3.2309  -0.050
45 O -1.9425 1.5681 1.0259  -0.350
46 H 0.7527 1.1194 -2.5612  0.111
47 C 3.2208 -1.1567 -2.9680  -0.046

Force components x, y, z for each atom (eV/Å):
0.072 -0.041 -0.073
0.004 0.014 -0.010
-0.004 0.010 -0.005
-0.038 0.175 -0.426
0.021 0.014 0.015
0.008 -0.001 0.000
0.062 -0.051 -0.082
0.006 -0.007 0.008
0.004 0.003 -0.007
0.090 0.117 -0.070
-0.081 0.049 -0.001
-0.010 0.020 -0.008
-0.066 -0.052 -0.059
-0.028 -0.046 -0.026
0.012 0.002 -0.009
-0.131 -0.206 -1.093
0.000 0.008 -0.001
-0.007 -0.002 -0.004
-0.001 -0.003 0.009
-0.086 0.097 -0.034
-0.019 -0.001 -0.015
0.023 0.120 0.036
0.085 -0.134 -0.077
0.013 -0.089 0.086
-0.014 0.004 0.034
-0.042 -0.058 -0.030
-0.008 -0.003 0.001
0.004 0.008 -0.003
0.145 -0.039 -0.031
-0.046 0.017 -0.040
-0.004 0.007 0.000
-0.016 -0.069 0.198
0.017 -0.001 -0.006
-0.001 -0.003 -0.006
0.094 -0.356 1.309
0.227 -0.166 -0.186
-0.142 0.245 0.530
0.002 -0.002 0.012
-0.046 0.084 0.043
-0.029 0.148 -0.060
-0.072 -0.032 0.075
0.014 0.081 -0.106
-0.024 -0.058 0.083
0.003 -0.001 -0.006
-0.005 0.192 0.026
0.013 0.005 0.007
0.001 0.001 0.002

Properties
Energy above the lowest of the compared OMol25 structures with the same formula, charge and spin = 12.2 kcal per mole
LUMO level (spin up / spin down) = -4.8 / -5.3 eV
Max |F| = 1.360 eV Å⁻¹
Total energy = -3325.9884 Ha
Gap between HOMO and LUMO (spin up / spin down) = 7.959 / 7.566 eV
Charge = +1